Here is C47H84N9O9Zr as an isolated structure in a non-equilibrium geometry from the Open Molecules 2025 dataset. Energies are from ωB97M-V with the def2-TZVPD basis set.

Last column: Mulliken charge in e.
Positions of all 150 atoms, in Å:
1 Zr -2.59 0.39 4.35  1.752
2 C -2.80 0.29 0.08  -1.999
3 C -1.56 -0.07 1.03  1.508
4 C -0.41 0.93 0.83  -1.098
5 O -2.02 -0.21 2.33  -0.500
6 H -2.30 0.26 -0.88  0.397
7 H -3.32 1.23 0.29  0.036
8 H -3.53 -0.49 -0.09  0.650
9 H -1.29 -1.08 0.73  0.113
10 H -0.04 1.06 -0.18  0.720
11 H 0.35 0.75 1.59  0.136
12 H -0.74 1.96 0.97  -0.299
13 C 7.94 -5.36 2.81  -0.571
14 C 9.11 -4.59 2.62  -0.579
15 C 8.96 -3.19 2.70  -0.720
16 C 7.73 -2.56 2.83  0.156
17 C 6.61 -3.39 2.94  0.447
18 C 6.74 -4.76 2.93  -0.611
19 C 5.19 -2.82 3.07  0.163
20 O 4.23 -3.45 3.18  -0.548
21 C 5.05 -1.29 2.90  1.615
22 C 3.80 -0.61 3.14  -0.134
23 C 3.79 0.81 3.03  -0.300
24 C 4.88 1.58 2.77  -1.035
25 C 6.14 0.85 2.72  -0.497
26 C 6.23 -0.52 2.85  -0.272
27 C 7.64 -1.13 2.82  0.426
28 O 8.59 -0.37 2.53  -0.641
29 H 8.17 -6.41 2.94  0.393
30 H 10.09 -5.04 2.54  0.420
31 H 9.85 -2.59 2.51  0.464
32 H 5.95 -5.49 2.99  0.419
33 H 2.78 -0.96 3.03  0.229
34 H 2.83 1.30 3.17  0.338
35 H 4.59 2.62 2.77  0.322
36 H 7.06 1.41 2.65  0.540
37 C -0.73 -2.48 4.50  0.456
38 O -1.49 -1.49 4.69  -0.620
39 N 0.11 -2.61 3.49  0.033
40 N -0.74 -3.51 5.28  -0.335
41 H 1.00 -3.10 3.49  0.328
42 H -0.18 -1.92 2.82  -0.224
43 H -1.12 -3.37 6.21  0.272
44 H 0.00 -4.18 5.13  0.217
45 C -1.72 -1.67 -3.27  0.730
46 O -1.10 -0.64 -3.41  -0.628
47 N -2.93 -1.77 -2.79  -0.196
48 N -1.16 -2.81 -3.64  -0.364
49 H -3.51 -2.52 -3.13  0.196
50 H -3.37 -1.03 -2.26  0.090
51 H -0.17 -2.96 -3.50  0.092
52 H -1.74 -3.59 -3.91  0.157
53 C -2.84 3.53 2.77  0.689
54 O -2.47 2.42 3.14  -0.457
55 N -3.21 4.44 3.57  -0.427
56 N -2.92 3.86 1.50  -0.251
57 H -3.44 5.39 3.31  0.202
58 H -3.04 4.28 4.55  0.203
59 H -3.43 4.63 1.08  0.242
60 H -2.43 3.22 0.89  0.091
61 C 3.22 -4.84 -0.15  -1.790
62 C 2.35 -3.62 -0.41  1.804
63 C 2.88 -2.30 0.19  0.833
64 C 3.66 -1.46 -0.77  0.371
65 C 4.33 -2.33 -1.79  -1.957
66 C 3.36 -3.06 -2.81  1.310
67 N 2.19 -3.48 -1.93  0.555
68 O 1.43 -4.53 -2.46  -0.517
69 C 2.85 -2.02 -3.89  -1.935
70 C 4.14 -4.15 -3.66  -1.632
71 C 0.93 -3.75 0.26  -2.024
72 H 4.26 -4.69 -0.44  0.312
73 H 3.00 -5.76 -0.69  0.335
74 H 3.19 -5.19 0.88  0.442
75 H 2.13 -1.76 0.77  -0.280
76 H 3.52 -2.60 1.02  -1.106
77 H 4.42 -1.04 -0.11  0.171
78 H 3.14 -0.61 -1.21  0.107
79 H 5.22 -2.82 -1.39  0.319
80 H 4.74 -1.55 -2.43  0.668
81 H 2.31 -1.18 -3.46  0.357
82 H 3.70 -1.52 -4.35  0.467
83 H 2.29 -2.65 -4.59  0.433
84 H 3.61 -4.66 -4.47  0.387
85 H 5.09 -3.75 -3.99  0.385
86 H 4.49 -4.90 -2.94  0.469
87 H 0.38 -4.58 -0.19  0.587
88 H 0.48 -2.76 0.19  0.318
89 H 0.95 -4.09 1.30  0.212
90 H 2.04 -5.16 -2.84  0.344
91 C 3.11 6.56 2.24  -1.506
92 C 2.26 6.11 1.01  1.355
93 C 2.64 6.95 -0.29  -1.217
94 C 4.03 6.41 -0.87  -0.758
95 C 3.98 4.98 -1.23  -1.288
96 C 2.99 4.10 -0.50  1.957
97 N 2.63 4.70 0.77  0.462
98 O 2.58 3.78 1.87  -0.258
99 C 1.65 3.99 -1.25  -1.412
100 C 3.60 2.71 -0.40  -2.162
101 C 0.77 6.27 1.26  -1.873
102 H 4.13 6.82 1.95  0.292
103 H 3.14 5.78 3.00  0.328
104 H 2.61 7.46 2.62  0.465
105 H 1.98 7.13 -1.14  0.387
106 H 2.91 7.92 0.14  0.499
107 H 4.73 6.66 -0.08  0.289
108 H 4.27 7.02 -1.74  0.442
109 H 4.98 4.59 -1.40  0.473
110 H 3.65 5.04 -2.27  0.385
111 H 1.21 4.95 -1.49  0.310
112 H 1.73 3.36 -2.14  0.500
113 H 0.99 3.49 -0.53  -0.048
114 H 4.05 2.37 -1.33  0.458
115 H 4.39 2.43 0.30  0.508
116 H 2.71 2.11 -0.23  0.191
117 H 0.58 7.18 1.84  0.431
118 H 0.55 5.40 1.88  0.339
119 H 0.05 6.33 0.44  0.301
120 H 3.35 3.90 2.43  0.246
121 C -7.60 0.83 -0.84  -1.771
122 C -7.52 -0.33 -1.76  1.766
123 C -8.13 -1.69 -1.10  -1.061
124 C -9.68 -1.63 -1.05  -0.739
125 C -10.23 -1.51 -2.41  -1.133
126 C -9.69 -0.19 -3.03  0.905
127 N -8.21 0.01 -2.99  0.562
128 O -7.85 1.15 -3.77  -0.475
129 C -10.20 -0.31 -4.56  -1.796
130 C -10.68 0.89 -2.38  -1.523
131 C -6.07 -0.68 -2.07  -2.295
132 H -7.12 1.76 -1.15  0.355
133 H -6.98 0.51 0.00  0.396
134 H -8.55 1.24 -0.51  0.295
135 H -7.94 -2.46 -1.85  0.402
136 H -7.77 -1.81 -0.08  0.457
137 H -9.98 -0.92 -0.28  0.329
138 H -10.18 -2.53 -0.70  0.379
139 H -11.30 -1.70 -2.44  0.514
140 H -9.91 -2.47 -2.83  0.322
141 H -9.64 -1.13 -5.01  0.429
142 H -11.27 -0.19 -4.74  0.387
143 H -9.95 0.49 -5.26  0.422
144 H -10.29 1.21 -1.42  0.281
145 H -10.65 1.71 -3.10  0.446
146 H -11.72 0.57 -2.29  0.318
147 H -5.41 0.17 -2.23  0.563
148 H -6.06 -1.38 -2.90  0.397
149 H -5.56 -1.25 -1.29  0.516
150 H -7.43 0.68 -4.50  0.369

Calculated values
highest occupied orbital energy (spin up / spin down): -11.1720 / -11.1720 eV
lowest unoccupied orbital energy (spin up / spin down): -8.03 / -8.16 eV
multiplicity: 2
gap between HOMO and LUMO (spin up / spin down): 3.1 / 3.0 eV
total charge: +2
calculated total energy: -3057.4402 a.u.

***

Here is C21H17AsCl5NO2Sc as an isolated structure from the Open Molecules 2025 dataset. Energies are from ωB97M-V with the def2-TZVPD basis set.

Last column: Mulliken charge in e.
Positions of all 48 atoms, in Å:
1 Sc 1.54 -0.75 0.00  0.252
2 O 0.11 -2.16 3.41  -0.565
3 C 0.37 -1.95 2.27  0.397
4 O 1.05 -0.89 1.80  -0.523
5 C -0.06 -2.92 1.18  0.792
6 C -0.63 -4.12 1.53  -0.669
7 C -1.02 -4.98 0.51  -0.372
8 C -0.83 -4.61 -0.81  -0.621
9 C -0.24 -3.38 -1.07  -0.508
10 N 0.14 -2.55 -0.10  0.224
11 H -0.76 -4.35 2.57  0.567
12 H -1.47 -5.94 0.75  0.450
13 H -1.12 -5.25 -1.63  0.439
14 H -0.07 -3.06 -2.09  0.483
15 C -0.44 2.68 -1.63  -1.131
16 As -0.14 1.34 -0.27  0.769
17 C -0.07 2.46 1.30  -1.148
18 C -1.90 0.47 -0.13  -1.044
19 C -3.03 1.43 0.08  0.388
20 C -3.40 1.84 1.36  -0.296
21 C -4.43 2.75 1.54  -0.715
22 C -5.11 3.27 0.45  -0.486
23 C -4.76 2.86 -0.83  -0.633
24 C -3.73 1.94 -1.02  -0.396
25 H -1.34 3.22 -1.35  0.412
26 H -0.57 2.23 -2.62  0.384
27 H 0.41 3.35 -1.65  0.373
28 H -0.97 3.07 1.33  0.463
29 H 0.81 3.10 1.22  0.393
30 H 0.01 1.85 2.20  0.364
31 H -1.83 -0.24 0.70  0.446
32 H -2.03 -0.10 -1.05  0.599
33 H -2.88 1.43 2.22  0.429
34 H -4.70 3.06 2.54  0.407
35 H -5.91 3.97 0.59  0.401
36 H -5.30 3.24 -1.69  0.403
37 H -3.47 1.62 -2.02  0.374
38 Cl 3.48 2.36 -0.52  -0.246
39 C 4.33 0.84 -0.67  0.962
40 C 3.63 -0.33 -0.45  -1.020
41 C 4.33 -1.50 -0.59  1.446
42 Cl 3.38 -2.96 -0.29  -0.288
43 C 5.67 -1.58 -0.93  -0.811
44 Cl 6.45 -3.10 -1.09  -0.166
45 C 6.35 -0.38 -1.15  0.942
46 Cl 8.00 -0.41 -1.58  -0.153
47 C 5.68 0.84 -1.02  -0.618
48 Cl 6.50 2.31 -1.29  -0.152

Calculated values
highest occupied orbital energy: -11.7144 eV
lowest unoccupied orbital energy: -3.77 eV
multiplicity: 1
gap between HOMO and LUMO: 7.9 eV
total charge: +1
calculated total energy: -6313.0194 a.u.
relative energy (zero: lowest compared OMol25 entry of this formula, charge and spin): 0.0 kJ/mol

***

Here is CH5PS as an isolated structure in a non-equilibrium geometry from the Open Molecules 2025 dataset. Energies are from ωB97M-V with the def2-TZVPD basis set.

Last column: Mulliken charge in e.
Positions of all 8 atoms, in Å:
1 C 1.16 0.09 -0.48  -0.758
2 P -1.70 -0.13 -0.02  -0.046
3 S -0.11 1.31 0.06  -0.104
4 H 2.17 0.46 -0.51  0.304
5 H 0.68 -0.28 -1.70  0.210
6 H 1.00 -0.71 0.25  0.282
7 H -2.73 0.77 0.00  0.063
8 H -1.60 -0.05 -1.40  0.048

Calculated values
highest occupied orbital energy: -8.5190 eV
lowest unoccupied orbital energy: 0.80 eV
multiplicity: 1
gap between HOMO and LUMO: 9.3 eV
total charge: 0
calculated total energy: -780.5810 a.u.
relative energy (zero: lowest compared OMol25 entry of this formula, charge and spin): 109.0 kJ/mol